78
Properties=species:S:1:pos:R:3:forces:R:3 method="wB97M-V/def2-TZVPD" total_charge=0 energy_ha=-1636.4325 e_homo_ev=-9.1 gap_ha=0.3104 smiles="CCOB(O)C1=C(CCCCN)C(=O)C(C)=C(CCCCCN)C1=O.c1ccncc1.c1ccncc1" e_lumo_ha=-0.0234
C 2.10771 3.64548 3.76405 0.0 -0.1 0.0
C 2.64798 3.50675 2.35639 0.3 0.1 -0.2
O 1.57670 3.22988 1.45146 -0.2 -0.3 0.5
B 1.48748 2.02214 0.83187 0.1 0.0 -0.2
O 2.60454 1.38897 0.36638 -0.1 0.1 -0.2
C 0.06095 1.34597 0.67224 0.0 0.2 -0.1
C -0.66195 1.24497 -0.45015 -0.2 0.0 0.1
C -0.14268 1.84706 -1.73929 0.1 -0.2 -0.1
C -0.98959 1.82673 -3.01309 0.0 0.1 0.0
C -0.18757 2.37083 -4.21154 0.1 0.1 0.2
C -0.87039 3.48995 -5.01745 0.0 0.0 -0.1
N -1.26678 3.06982 -6.36828 0.0 0.0 0.0
C -1.95061 0.48197 -0.37098 0.0 -0.1 0.0
O -2.48597 0.03289 -1.36493 0.0 0.0 0.1
C -2.57711 0.23522 0.97589 0.0 0.1 -0.1
C -4.00781 -0.22116 0.96029 0.0 -0.1 0.1
C -1.84947 0.38260 2.08969 0.0 0.0 -0.1
C -2.34289 0.14525 3.48581 0.1 0.1 0.0
C -2.06128 1.31763 4.44735 -0.1 0.0 0.0
C -3.24293 1.59613 5.37592 0.0 0.0 0.0
C -2.85257 2.47020 6.57878 -0.1 -0.1 0.0
C -3.85739 3.55685 6.98361 0.1 0.1 0.1
N -4.55617 4.13720 5.83316 0.1 0.0 0.0
C -0.42190 0.76774 1.94696 0.1 0.0 0.1
O 0.36157 0.62803 2.87281 -0.1 0.0 0.0
H 1.85284 2.66990 4.17835 -0.1 0.0 0.0
H 1.20968 4.26404 3.75950 0.0 0.0 0.0
H 2.85425 4.11211 4.40857 0.0 0.0 0.0
H 3.13745 4.42766 2.03315 -0.1 0.0 0.0
H 3.39472 2.71161 2.30473 0.0 0.0 0.0
H 2.35797 0.69173 -0.25971 0.0 -0.2 0.1
H 0.11149 2.88971 -1.51880 0.1 0.0 0.0
H 0.80408 1.34480 -1.96861 0.0 0.0 0.1
H -1.34174 0.81843 -3.20933 -0.1 0.0 0.0
H -1.87434 2.45351 -2.86593 -0.1 -0.1 0.0
H 0.76999 2.75033 -3.84135 0.0 0.0 0.0
H 0.05547 1.56396 -4.90350 0.0 0.0 0.0
H -1.73203 3.86630 -4.45514 0.1 0.0 0.0
H -0.18007 4.32829 -5.11906 0.0 0.0 0.0
H -1.02900 3.77199 -7.05393 0.0 0.0 0.0
H -2.26260 2.91178 -6.43851 0.0 -0.1 0.0
H -4.66762 0.57554 1.31114 0.0 0.0 -0.1
H -4.15543 -1.07570 1.61978 0.0 0.0 0.0
H -4.29560 -0.51437 -0.04543 0.0 0.1 0.0
H -3.41620 -0.04148 3.46429 0.0 -0.1 0.0
H -1.84848 -0.75317 3.86646 -0.1 0.0 0.1
H -1.16790 1.10806 5.03689 0.0 0.0 -0.1
H -1.84344 2.22522 3.87451 0.0 0.0 0.0
H -3.64726 0.64154 5.72582 0.0 0.0 0.0
H -4.03926 2.08595 4.81321 0.0 -0.1 0.0
H -2.70814 1.81728 7.44228 0.2 0.1 0.1
H -1.88085 2.93834 6.39243 -0.1 0.0 -0.1
H -3.30733 4.32077 7.54735 0.0 -0.1 0.1
H -4.60222 3.15096 7.67176 -0.1 -0.1 -0.1
H -5.04871 4.97782 6.10832 0.0 0.0 0.0
H -3.88181 4.41493 5.12708 0.0 0.0 0.0
C 2.69110 -3.56176 -2.51952 0.0 0.0 0.0
C 3.45434 -2.86575 -1.59286 -0.1 0.0 -0.1
C 3.04392 -1.59348 -1.23417 0.1 0.2 0.1
N 1.96208 -0.99018 -1.72351 0.1 0.1 0.2
C 1.23281 -1.66816 -2.60789 0.0 0.0 0.0
C 1.55780 -2.94740 -3.03352 0.0 0.0 0.0
H 2.96540 -4.55972 -2.84056 0.0 0.0 0.0
H 4.34474 -3.29579 -1.15533 0.0 0.0 0.0
H 3.60869 -1.00786 -0.51534 0.1 -0.1 0.0
H 0.35254 -1.16274 -2.99112 0.0 0.0 0.0
H 0.93105 -3.45246 -3.75593 0.0 0.0 0.0
C 4.11384 -9.21031 -4.85924 0.0 0.0 0.0
C 4.88229 -8.51876 -3.93691 0.0 0.0 0.0
C 4.48387 -7.24220 -3.57022 0.0 0.0 0.0
N 3.40129 -6.64048 -4.05798 0.0 0.0 0.0
C 2.67252 -7.31548 -4.94416 0.0 0.0 0.0
C 2.98386 -8.59634 -5.37469 0.0 0.0 0.0
H 4.39062 -10.20913 -5.17072 0.0 0.0 0.0
H 5.77329 -8.95557 -3.50729 0.0 0.0 0.0
H 5.06206 -6.67375 -2.84949 0.0 0.0 0.0
H 1.79676 -6.80500 -5.32936 0.0 0.0 0.0
H 2.35287 -9.09603 -6.09680 0.0 0.0 0.0


83
Properties=species:S:1:pos:R:3:forces:R:3 method="wB97M-V/def2-TZVPD" total_charge=+1 energy_ha=-9180.7875 e_homo_ev=-7.3 gap_ha=0.0475 e_above_lowest_ev=18.324 e_lumo_ha=-0.2208
C -0.22895 1.42337 -3.84861 0.4 -0.5 -0.5
C -0.45803 0.55410 -2.43632 -1.3 0.1 -1.5
P 0.23278 1.62880 -1.03595 -1.2 2.4 -1.4
C -0.70089 3.32533 -1.29623 -1.6 -0.3 -0.4
C -0.23919 1.11359 0.71970 -3.6 -0.2 5.5
C -1.01801 -0.24874 1.21174 0.0 1.4 2.2
C -1.44004 -1.38608 0.11614 1.1 -0.8 0.0
C -0.00982 -2.10514 -0.37034 -0.2 -2.3 -3.2
N 0.10194 -2.92139 -1.47436 -0.3 3.6 5.1
C -1.38831 -0.59750 2.80470 1.7 3.2 0.4
C -2.16617 -1.95523 3.30739 -0.1 0.2 -1.2
C -3.75333 -1.94176 2.78214 0.3 1.4 -0.7
C -4.36489 -0.42403 2.61774 -0.6 -0.2 0.6
Br -4.88570 -2.93583 4.12563 0.9 0.6 -1.0
C -0.99917 0.47598 4.02201 1.2 0.7 -5.2
C -0.20345 1.83289 3.53960 -0.9 -2.0 -0.8
C 0.19988 2.16332 1.94811 -1.4 -1.8 1.6
C 1.03842 3.55533 1.74902 3.1 1.8 -2.6
O 1.84390 3.88217 0.73527 -5.0 -2.5 5.6
C 0.96955 4.70266 2.96579 -1.5 -0.9 3.9
S 1.45414 6.45827 2.52770 -0.3 -1.0 -0.4
C 0.58747 4.41889 4.37347 0.7 -0.8 -3.2
C 0.18407 2.88590 4.78080 -0.1 -0.3 4.2
O 0.13333 2.53165 6.07516 0.1 1.8 -8.2
H 0.42870 2.38009 -3.69368 -1.4 -1.8 -0.3
H 0.35605 0.74728 -4.63133 -1.3 1.4 1.8
H -1.27363 1.65898 -4.32645 2.2 -0.2 1.1
H 0.08785 -0.46781 -2.62182 -1.3 1.9 0.9
H -1.62800 0.46830 -2.33291 2.4 -0.3 -0.2
H -0.21860 3.92873 -2.19763 -0.9 -1.3 2.3
H -0.79698 3.94310 -0.30838 0.5 -1.2 -2.0
H -1.81128 3.01664 -1.59624 2.3 0.8 0.5
H -2.07300 -2.29223 0.56273 1.4 2.2 -0.6
H -2.08134 -0.99331 -0.79060 1.6 -0.6 1.8
H 0.95941 -1.94548 0.29990 -2.3 -0.7 -1.1
H 1.11787 -3.22809 -1.47272 -0.8 0.3 -0.1
H -2.09738 -2.03538 4.49590 -0.2 0.2 -2.8
H -1.68060 -2.89800 2.77036 -0.8 2.0 1.5
H -3.88767 -2.48712 1.75368 0.4 0.9 2.2
H -3.86894 0.19939 1.74664 -0.8 -1.4 1.9
H -5.50945 -0.51092 2.37671 2.2 0.1 0.4
H -4.28940 0.13427 3.66776 0.0 -1.1 -2.4
H -1.29800 0.23151 5.13501 0.8 0.8 -2.5
H 0.63175 7.38495 3.18929 0.2 -1.7 0.1
H 0.60002 5.28672 5.19158 0.0 -2.3 -1.9
K 1.88958 0.17165 0.30799 4.0 -1.7 0.7
N 2.67641 -5.80959 -2.27797 -1.5 -2.3 0.4
C 1.54667 -6.36875 -1.73986 -0.7 -0.4 0.2
C 1.92916 -7.44617 -0.97234 -0.3 0.4 -0.3
C 3.33975 -7.53637 -1.04540 0.3 0.3 -0.2
C 3.77517 -6.51183 -1.85575 0.7 -0.9 0.3
H 2.69632 -5.00424 -2.89006 -4.2 -4.1 -2.8
H 0.56981 -5.95421 -1.94987 0.2 0.0 0.0
H 1.26416 -8.09614 -0.41858 0.1 0.1 -0.1
H 3.97012 -8.26934 -0.55872 -0.1 0.2 -0.1
H 4.77007 -6.22397 -2.16829 0.1 -0.3 0.0
C -2.42444 7.59554 4.00086 0.7 0.0 0.5
O -1.34980 7.52321 4.58318 -0.8 -0.4 -0.8
N -2.94829 6.63232 3.16474 0.6 1.0 0.0
C -4.23052 6.79441 2.51190 0.8 0.6 2.6
C -2.19310 5.41860 2.93073 0.1 3.8 1.1
H -3.07929 8.47598 4.10860 0.0 -0.2 -0.1
H -4.89162 5.98106 2.82442 0.1 0.5 -0.7
H -4.08348 6.75294 1.42895 -0.2 -0.2 -1.2
H -4.68897 7.75139 2.77573 0.3 -0.1 -0.1
H -2.02723 4.91268 3.88659 1.3 0.7 0.4
H -1.22311 5.68076 2.49784 0.3 -0.5 -0.5
H -2.73220 4.75373 2.25080 0.8 0.4 -2.4
Br -3.79057 4.09375 3.40722 -3.7 -5.3 2.1
Cl -5.05211 6.65005 -0.06133 -0.2 -0.2 -1.0
C 5.95523 -4.64571 -5.55002 0.2 -0.1 0.3
C 4.45941 -4.70025 -5.28308 0.5 0.2 -1.5
C 3.72355 -5.42566 -6.39845 -0.3 -0.3 0.2
O 3.95177 -3.37356 -5.16728 -0.1 0.2 0.4
H 6.16829 -4.10277 -6.47772 -0.1 -0.1 0.0
H 6.47037 -4.11008 -4.74538 0.0 -0.1 -0.1
H 6.37905 -5.65161 -5.62874 0.0 0.1 0.0
H 4.27386 -5.20652 -4.32962 0.0 0.0 -0.1
H 3.85754 -4.91034 -7.35618 0.1 0.0 0.1
H 2.64680 -5.44636 -6.19904 0.1 0.0 0.0
H 4.08050 -6.45492 -6.50255 0.0 0.1 0.0
H 4.11214 -2.91636 -6.00949 -0.1 -0.1 0.4
Ca 3.65212 -3.98151 -2.25196 5.3 7.5 2.8


77
Properties=species:S:1:pos:R:3:forces:R:3 method="wB97M-V/def2-TZVPD" total_charge=+3 energy_ha=-6766.5253 e_homo_ev=-15.5 gap_ha=0.0428 e_lumo_ha=-0.5283
C 3.51016 -3.99274 0.24684 -0.5 0.2 0.8
C 4.22318 -3.21096 1.37175 -0.1 -1.0 -0.1
O 4.91979 -4.13386 2.20929 0.5 0.3 -0.2
C 5.31951 -2.23679 0.91135 -0.6 0.2 0.9
O 5.01382 -1.53483 -0.35035 -0.7 0.9 1.8
C 4.57001 -0.22490 -0.13682 -0.6 0.1 -0.2
C 5.37361 0.82561 -0.06510 0.3 0.3 0.3
C 6.89545 0.89255 -0.18664 -0.7 0.3 -0.7
Br 7.84569 0.10143 1.31429 -0.1 0.0 -0.3
C 7.42206 0.37291 -1.54539 0.5 1.2 0.3
C 8.83170 0.93671 -1.84774 -0.2 -0.4 -0.3
Br 6.22164 1.16412 -2.91979 0.0 -0.5 0.1
C 4.67683 2.18274 0.15950 0.5 0.0 0.1
O 5.22909 3.02005 0.82839 -0.4 -0.3 -0.6
C 3.34782 2.35356 -0.52718 1.1 0.3 0.5
C 2.55651 1.30152 -0.62897 -0.4 -0.5 -0.6
C 1.21887 1.42652 -1.34116 -0.4 0.4 0.8
C 0.02859 1.47575 -0.31770 0.2 -0.1 -0.8
C -0.02419 2.82183 0.42876 0.5 -0.1 0.3
C -0.14410 2.72650 1.97197 -0.1 -0.2 -0.6
C -1.23624 1.76050 2.52769 0.3 0.7 0.6
C -2.57240 2.50126 2.82041 -0.2 -1.0 0.1
C -3.78665 2.27146 1.87603 0.3 0.9 -0.1
C -3.48352 1.85459 0.42824 -0.9 -0.4 -0.5
C -4.83956 1.71186 -0.36405 1.0 -0.8 0.3
C -5.02230 0.27545 -0.95401 -0.8 0.9 -0.7
C -6.56025 0.03350 -1.21890 0.4 -0.4 0.9
C -7.14271 -1.05455 -0.27468 0.6 1.2 -0.3
N -7.43215 -2.34197 -0.96097 -0.3 1.6 2.2
C -7.02450 -2.80307 -2.06855 0.5 -0.9 -1.6
C -7.64751 -4.19223 -2.25231 0.2 0.2 -0.2
C -8.41202 -4.40166 -1.16774 -0.8 -0.2 1.1
C -8.28908 -3.26927 -0.31695 -0.2 -1.7 -1.1
C 3.05592 -0.00184 -0.01947 -0.2 -0.1 -0.4
O 2.31972 -0.81462 0.49457 0.5 0.2 -0.4
H 3.21748 -4.96156 0.67236 0.1 0.1 -0.2
H 4.14463 -4.22319 -0.61744 -0.2 0.1 0.1
H 2.57058 -3.49895 -0.02745 0.4 0.0 -0.4
H 3.50096 -2.69645 2.02004 0.0 0.1 -0.6
H 4.29973 -4.79403 2.53734 0.0 0.1 0.1
H 6.28601 -2.74967 0.80634 -0.2 0.0 0.0
H 5.40987 -1.46795 1.68268 0.4 -0.2 -0.2
H 7.13813 1.96024 -0.18704 0.0 -0.3 0.3
H 7.38048 -0.71145 -1.63306 0.0 0.1 -0.1
H 8.89699 1.12425 -2.92330 0.2 -0.1 0.2
H 9.62576 0.23169 -1.58091 -0.2 0.1 0.1
H 8.99620 1.88961 -1.33515 -0.1 -0.2 0.0
H 3.11071 3.34447 -0.91209 0.0 -0.2 0.2
H 1.04566 0.67567 -2.11917 0.2 -0.1 0.3
H 1.23481 2.40310 -1.84488 0.1 -0.3 -0.1
H -0.87810 1.34215 -0.92625 0.1 -0.1 0.3
H 0.14162 0.61227 0.34835 -0.2 0.2 0.0
H 0.94858 3.30930 0.23417 -0.3 0.1 0.2
H -0.76568 3.51958 0.01605 0.0 -0.4 0.0
H 0.84969 2.45931 2.35553 -0.3 -0.2 0.1
H -0.36027 3.73450 2.34803 0.2 -0.2 0.0
H -0.85518 1.42327 3.50459 -0.1 0.0 -0.3
H -1.35038 0.84040 1.94292 -0.1 0.3 -0.1
H -2.37453 3.56922 2.96464 -0.1 -0.2 -0.2
H -2.90322 2.13399 3.81004 0.1 0.2 -0.2
H -4.52735 1.58837 2.31666 0.3 -0.1 -0.1
H -4.29837 3.24438 1.80686 -0.1 -0.3 0.1
H -2.99564 0.87067 0.36815 0.2 0.4 0.2
H -2.86726 2.59510 -0.08935 0.1 -0.2 0.3
H -4.83471 2.39040 -1.22133 -0.4 0.2 0.4
H -5.65411 1.91198 0.34338 0.0 0.2 -0.4
H -4.53714 0.26250 -1.93871 0.3 -0.3 0.4
H -4.57787 -0.48283 -0.29774 -0.1 0.1 -0.2
H -7.08163 0.96005 -0.95827 0.0 -0.2 -0.3
H -6.77932 -0.19115 -2.27139 0.0 0.1 0.2
H -8.04965 -0.70254 0.23391 -0.1 -0.4 -0.4
H -6.40913 -1.24396 0.52467 -0.2 -0.3 -0.2
H -6.34533 -2.28763 -2.74568 -0.1 0.0 0.2
H -7.51982 -4.89583 -3.07120 0.2 0.4 -0.1
H -9.01267 -5.28705 -0.98592 0.1 0.2 0.2
H -8.74917 -3.11716 0.66028 0.2 0.3 -0.1
Tl 5.96582 -2.88224 -1.93529 0.6 -0.8 -1.3